Density functional theory data (ωB97M-V/def2-TZVPD) for a gas-phase ion, C10H18NO3Si (charge +1) at a distorted geometry.

Last columns: bonded neighbours and bond lengths (Å).
CARTESIAN COORDINATES (ANGSTROEM)
1 C 0.764 -3.716 -0.634  O2 1.442, H16 1.156, H17 1.180, H18 1.077
2 O 1.154 -2.331 -0.538  C1 1.442, Si3 1.580
3 Si 0.527 -1.144 0.296  O2 1.580, O4 1.628, O6 1.610, C8 1.984
4 O 1.656 -0.084 0.799  Si3 1.628, C5 1.433
5 C 2.777 0.140 -0.065  O4 1.433, H19 1.068, H20 1.094, H21 1.074
6 O -0.492 -1.481 1.496  Si3 1.610, C7 1.395
7 C -1.037 -0.514 2.342  O6 1.395, H22 1.075, H23 1.163, H24 1.026
8 C -0.688 -0.153 -0.919  Si3 1.984, C9 1.585, N10 1.446, H25 1.115
9 C 0.004 -0.054 -2.341  C8 1.585, H26 1.078, H27 0.994, H28 1.076
10 N -0.939 1.183 -0.425  C8 1.446, C11 1.323, C15 1.296
11 C 0.012 2.099 -0.486  N10 1.323, C12 1.372, H29 1.092
12 C -0.084 3.356 0.055  C11 1.372, C13 1.390, H30 1.021
13 C -1.357 3.701 0.492  C12 1.390, C14 1.397, H31 1.120
14 C -2.304 2.702 0.730  C13 1.397, C15 1.412, H32 1.086
15 C -2.063 1.427 0.172  N10 1.296, C14 1.412, H33 1.054
16 H 0.241 -3.941 -1.639  C1 1.156
17 H 0.133 -3.919 0.342  C1 1.180
18 H 1.628 -4.356 -0.681  C1 1.077
19 H 3.678 -0.149 0.430  C5 1.068
20 H 2.848 1.195 -0.345  C5 1.094
21 H 2.614 -0.285 -1.037  C5 1.074
22 H -2.103 -0.641 2.392  C7 1.075
23 H -0.659 -0.697 3.426  C7 1.163
24 H -0.777 0.430 2.036  C7 1.026
25 H -1.662 -0.689 -1.002  C8 1.115
26 H -0.814 0.197 -2.997  C9 1.078
27 H 0.782 0.559 -2.432  C9 0.994
28 H 0.419 -1.006 -2.620  C9 1.076
29 H 0.928 1.749 -0.967  C11 1.092
30 H 0.654 4.059 0.117  C12 1.021
31 H -1.489 4.675 1.030  C13 1.120
32 H -3.290 2.941 1.117  C14 1.086
33 H -2.562 0.621 0.633  C15 1.054

**DFT total energy**: -961.62373 Eh
**Charge**: +1
**Gap between HOMO and LUMO**: 9.251 eV
**Energy above the lowest of the compared OMol25 structures with the same formula, charge and spin**: 8.9 kcal per mole
**SMILES string**: CO[Si](OC)(OC)[C@H](C)[n+]1ccccc1


Density functional theory data (ωB97M-V/def2-TZVPD) for a single C10H18O4Si molecule at a distorted geometry.

Last columns: bonded neighbours and bond lengths (Å).
CARTESIAN COORDINATES (ANGSTROEM)
1 C -3.399 0.280 0.171  C2 1.525, H16 1.116, H17 1.122, H18 1.061
2 C -2.455 -0.832 0.616  C1 1.525, O3 1.411, H19 1.065, H20 1.114
3 O -1.260 -0.387 1.221  C2 1.411, Si4 1.698
4 Si 0.062 -0.317 0.158  O3 1.698, O5 1.690, O8 1.636, C11 1.877
5 O -0.094 -1.415 -1.117  Si4 1.690, C6 1.382
6 C 0.485 -1.377 -2.371  O5 1.382, C7 1.521, H21 1.090, H22 1.107
7 C 1.904 -0.844 -2.247  C6 1.521, H23 1.082, H24 1.139, H25 1.112
8 O 1.453 -0.379 1.018  Si4 1.636, C9 1.417
9 C 1.408 -1.024 2.279  O8 1.417, C10 1.552, H26 1.134, H27 1.056
10 C 2.334 -2.268 2.215  C9 1.552, H28 1.107, H29 1.080, H30 1.068
11 C 0.007 1.477 -0.391  Si4 1.877, C12 1.350, O15 1.391
12 C -0.561 2.351 0.466  C11 1.350, C13 1.386, H31 1.078
13 C -0.444 3.631 -0.053  C12 1.386, C14 1.399, H32 1.096
14 C 0.147 3.511 -1.315  C13 1.399, O15 1.390, H33 1.060
15 O 0.374 2.160 -1.546  C11 1.391, C14 1.390
16 H -4.139 -0.121 -0.562  C1 1.116
17 H -4.031 0.715 0.990  C1 1.122
18 H -2.810 1.012 -0.322  C1 1.061
19 H -2.186 -1.467 -0.195  C2 1.065
20 H -3.072 -1.477 1.282  C2 1.114
21 H 0.397 -2.334 -2.886  C6 1.090
22 H -0.213 -0.725 -2.931  C6 1.107
23 H 2.636 -1.548 -1.874  C7 1.082
24 H 1.953 0.093 -1.601  C7 1.139
25 H 2.230 -0.490 -3.249  C7 1.112
26 H 1.906 -0.273 2.967  C9 1.134
27 H 0.445 -1.240 2.655  C9 1.056
28 H 1.926 -3.034 1.529  C10 1.107
29 H 2.382 -2.659 3.220  C10 1.080
30 H 3.309 -2.077 1.824  C10 1.068
31 H -0.625 2.148 1.523  C12 1.078
32 H -0.506 4.595 0.465  C13 1.096
33 H 0.435 4.315 -1.942  C14 1.060

**DFT total energy**: -982.34223 Eh
**Gap between HOMO and LUMO**: 9.492 eV
**Energy above the lowest of the compared OMol25 structures with the same formula, charge and spin**: 0.0 kcal per mole
**SMILES string**: CCO[Si](OCC)(OCC)c1ccco1


Density functional theory data (ωB97M-V/def2-TZVPD) for a single C10H18OSi molecule at a distorted geometry.

Last columns: bonded neighbours and bond lengths (Å).
CARTESIAN COORDINATES (ANGSTROEM)
1 C 0.199 1.756 -1.417  C2 1.524, C5 1.468, O11 1.211
2 C 0.048 0.445 -2.180  C1 1.524, C6 1.526, H13 1.088, H14 1.092
3 C 2.599 1.173 -1.021  C4 1.546, C5 1.505, H15 1.091, H16 1.094
4 C 2.370 -0.210 -1.673  C3 1.546, C6 1.532, H17 1.090, H18 1.091
5 C 1.295 1.653 -0.445  C1 1.468, C3 1.505, H19 1.078
6 C 0.901 -0.566 -1.418  C2 1.526, C4 1.532, C7 1.509, H20 1.094
7 C 0.650 -0.312 0.048  C6 1.509, Si12 1.896, H21 1.086
8 C -2.518 0.382 -0.004  Si12 1.904, H22 1.087, H23 1.086, H24 1.085
9 C -0.749 0.731 2.525  Si12 1.908, H25 1.086, H26 1.086, H27 1.086
10 C -1.381 -2.132 1.397  Si12 1.916, H28 1.087, H29 1.086, H30 1.086
11 O -0.533 2.710 -1.558  C1 1.211
12 Si -1.019 -0.306 0.946  C7 1.896, C8 1.904, C9 1.908, C10 1.916
13 H -1.003 0.166 -2.192  C2 1.088
14 H 0.366 0.573 -3.217  C2 1.092
15 H 3.351 1.114 -0.233  C3 1.091
16 H 2.961 1.890 -1.764  C3 1.094
17 H 2.576 -0.186 -2.744  C4 1.090
18 H 3.030 -0.954 -1.226  C4 1.091
19 H 1.318 2.346 0.380  C5 1.078
20 H 0.685 -1.597 -1.714  C6 1.094
21 H 1.466 -0.651 0.680  C7 1.086
22 H -2.818 -0.268 -0.822  C8 1.087
23 H -3.374 0.479 0.658  C8 1.086
24 H -2.316 1.366 -0.413  C8 1.085
25 H 0.212 0.521 2.985  C9 1.086
26 H -0.779 1.792 2.299  C9 1.086
27 H -1.517 0.532 3.267  C9 1.086
28 H -1.731 -2.693 0.534  C10 1.087
29 H -0.495 -2.635 1.775  C10 1.086
30 H -2.146 -2.201 2.163  C10 1.086

**DFT total energy**: -756.54764 Eh
**Gap between HOMO and LUMO**: 9.597 eV
**Energy above the lowest of the compared OMol25 structures with the same formula, charge and spin**: 20.7 kcal per mole


Density functional theory data (ωB97M-V/def2-TZVPD) for a single C10H18OSi2 molecule at a distorted geometry.

Last columns: bonded neighbours and bond lengths (Å).
CARTESIAN COORDINATES (ANGSTROEM)
1 C -1.446 -1.710 2.590  C2 1.476, H14 1.120, H15 1.106, H16 1.132
2 C -1.302 -1.864 1.129  C1 1.476, C3 1.318, H17 1.044
3 C -0.215 -1.678 0.408  C2 1.318, C4 1.487, C7 1.544
4 C -0.162 -2.005 -1.041  C3 1.487, C5 1.550, H18 1.069, H19 1.076
5 C 1.129 -1.286 -1.512  C4 1.550, C6 1.546, C10 1.856, H20 1.045
6 C 2.095 -1.553 -0.334  C5 1.546, C7 1.534, H21 1.058, H22 1.045
7 C 1.157 -1.076 0.783  C3 1.544, C6 1.534, C8 1.465, H23 1.051
8 C 1.023 0.328 0.384  C7 1.465, C9 1.536, C10 1.336
9 C 0.759 1.407 1.445  C8 1.536, H24 1.028, H25 1.139, H26 1.054
10 C 0.926 0.468 -0.941  C5 1.856, C8 1.336, Si11 1.884
11 Si 0.702 1.845 -2.208  C10 1.884, O12 1.669, H27 1.553, H28 1.405
12 O -0.693 2.654 -1.778  Si11 1.669, Si13 1.608
13 Si -2.055 3.175 -1.100  O12 1.608, H29 1.669, H30 1.401, H31 1.455
14 H -1.475 -2.628 3.230  C1 1.120
15 H -2.306 -1.048 2.801  C1 1.106
16 H -0.667 -1.140 3.180  C1 1.132
17 H -2.169 -2.273 0.716  C2 1.044
18 H -0.160 -3.060 -1.215  C4 1.069
19 H -0.931 -1.585 -1.665  C4 1.076
20 H 1.453 -1.337 -2.504  C5 1.045
21 H 2.985 -1.015 -0.524  C6 1.058
22 H 2.335 -2.570 -0.316  C6 1.045
23 H 1.500 -1.488 1.686  C7 1.051
24 H 0.328 0.845 2.190  C9 1.028
25 H 0.002 2.221 1.195  C9 1.139
26 H 1.733 1.732 1.684  C9 1.054
27 H 2.049 2.591 -2.009  Si11 1.553
28 H 0.482 1.728 -3.591  Si11 1.405
29 H -1.670 4.727 -0.622  Si13 1.669
30 H -3.000 3.207 -2.134  Si13 1.401
31 H -2.408 2.390 0.074  Si13 1.455

**DFT total energy**: -1045.98540 Eh
**Gap between HOMO and LUMO**: 9.270 eV
**Energy above the lowest of the compared OMol25 structures with the same formula, charge and spin**: 75.8 kcal per mole
**SMILES string**: C/C=C1/C[C@@H]2C[C@H]1C(C)=C2[SiH2]O[SiH3]